The following is a DFT calculation (ωB97M-V/def2-TZVPD) of C5H5IO3 in the gas phase at a distorted geometry.

Calculated values
LUMO energy (spin up / spin down)	0.2 / -0.8	eV
Kohn-Sham gap (spin up / spin down)	8.63 / 6.93	eV
F_max	0.0762	hartree/bohr

Each line ends with the Löwdin charge.
CARTESIAN COORDINATES (ANGSTROEM)
1 C 1.522 -2.107 0.001  -0.553
2 C -1.281 1.012 0.165  0.046
3 C -0.739 -0.235 0.074  -0.148
4 C -0.030 -0.891 1.097  -0.042
5 C 3.147 -0.625 -0.829  -0.675
6 O 1.930 -2.992 -0.697  0.169
7 O 0.617 -2.114 0.921  0.127
8 O 2.109 -0.832 -0.082  -0.122
9 I 4.691 0.477 0.063  0.808
10 H -1.952 1.119 -0.585  0.020
11 H -1.496 1.496 1.094  0.065
12 H -0.839 -0.738 -0.885  0.123
13 H 0.066 -0.390 1.982  0.103
14 H 3.274 -0.981 -1.880  0.078

Force components x, y, z for each atom (eV/Å):
3.044 -0.120 -2.463
0.357 -1.541 1.710
1.351 -1.266 0.550
-1.273 0.141 -2.617
2.496 0.620 -2.061
-0.911 0.200 0.922
-1.577 0.460 0.875
-2.053 -0.643 1.525
-0.480 -0.404 -0.363
-1.807 1.424 -2.323
0.468 0.457 0.398
0.105 -0.097 0.059
0.589 0.567 2.536
-0.309 0.203 1.252



The following is a DFT calculation (ωB97M-V/def2-TZVPD) of 2 unconnected molecules or ions with the total composition C5H5N at a distorted geometry.

Calculated values
LUMO energy	0.4	eV
Kohn-Sham gap	10.68	eV
F_max	0.0952	hartree/bohr

Each line ends with the Löwdin charge.
CARTESIAN COORDINATES (ANGSTROEM)
1 C 1.752 1.564 -2.981  0.026
2 C 1.776 0.418 -2.623  -0.015
3 C 0.683 -0.977 -0.184  0.070
4 C -1.556 -0.895 2.458  0.057
5 C -1.097 -0.109 1.432  -0.206
6 N -0.152 -0.538 0.510  -0.063
7 H 1.712 2.536 -2.971  -0.046
8 H 1.707 -0.577 -2.388  -0.052
9 H -1.266 -1.907 2.454  0.046
10 H -2.242 -0.429 3.191  0.071
11 H -1.318 0.914 1.101  0.113

Force components x, y, z for each atom (eV/Å):
0.186 -4.797 0.948
-0.057 1.873 -1.057
-0.545 0.204 0.445
-0.003 3.378 -1.913
-0.314 -0.449 0.705
0.595 -1.341 -0.143
-0.112 4.711 -0.477
0.077 -1.660 0.389
0.303 -0.987 0.460
0.472 -0.697 -0.593
-0.603 -0.234 1.236